A cluster of 12 separate species, C56H62N6O28S2 in total, computed with wB97M-V/def2-TZVPD.

Computed properties:
orbital gap: 8.33 eV
HOMO energy: -9.551 eV
SMILES string: O=[N+]([O-])c1ccccc1.O=[N+]([O-])c1ccccc1.O=[N+]([O-])c1ccccc1.O=[N+]([O-])c1ccccc1.O=[N+]([O-])c1ccccc1.O=[N+]([O-])c1ccccc1.O=S1(=O)OCCO1.O=S1(=O)OCCO1.O=C1CCCO1.O=C1CCCO1.O=C1CCCO1.O=C1CCCO1

ORCA input file:
```
! wB97M-V def2-TZVPD RIJCOSX def2/J DEFGRID3
* xyz 0 1
C 6.45 -1.03 -0.34
C 4.97 -0.70 -0.38
O 4.23 -1.92 0.03
S 5.16 -2.83 0.97
O 4.99 -4.17 0.51
O 4.88 -2.52 2.35
O 6.57 -2.20 0.51
H 6.99 -0.28 0.24
H 6.92 -1.25 -1.29
H 4.61 -0.68 -1.41
H 4.63 -0.04 0.42
C 2.62 -5.65 -1.96
C 2.59 -4.16 -2.24
O 3.96 -3.82 -2.38
S 4.87 -5.18 -2.87
O 5.68 -5.67 -1.79
O 5.44 -4.73 -4.11
O 3.56 -6.10 -2.94
H 1.67 -6.10 -2.23
H 3.03 -5.94 -0.99
H 1.99 -3.44 -1.69
H 2.18 -4.08 -3.27
C 6.48 2.17 4.42
C 5.98 1.66 5.61
C 4.67 1.24 5.71
C 3.85 1.19 4.58
C 4.34 1.66 3.38
C 5.63 2.20 3.34
N 2.52 0.58 4.62
O 2.02 0.33 5.69
O 1.97 0.42 3.56
H 7.48 2.56 4.33
H 6.59 1.62 6.50
H 4.31 1.08 6.72
H 3.69 1.49 2.53
H 5.99 2.58 2.39
C 0.93 6.32 1.19
C 0.50 5.28 0.38
C 1.29 4.16 0.19
C 2.55 4.07 0.75
C 3.05 5.16 1.48
C 2.21 6.22 1.73
N 3.34 2.90 0.54
O 2.74 1.85 0.34
O 4.54 3.00 0.52
H 0.34 7.21 1.33
H -0.49 5.39 -0.04
H 0.91 3.32 -0.38
H 4.01 5.03 1.97
H 2.57 7.12 2.23
C -6.37 -2.65 2.67
C -5.14 -2.01 2.67
C -4.67 -1.30 1.56
C -5.46 -1.36 0.42
C -6.68 -1.98 0.43
C -7.23 -2.59 1.55
N -5.00 -0.72 -0.80
O -5.72 -0.66 -1.77
O -3.91 -0.20 -0.79
H -6.64 -3.10 3.62
H -4.64 -1.81 3.60
H -3.85 -0.63 1.78
H -7.34 -1.97 -0.43
H -8.22 -3.02 1.52
C -6.38 4.07 -0.22
C -6.33 3.10 0.77
C -5.14 2.43 1.07
C -4.04 2.74 0.28
C -4.07 3.71 -0.70
C -5.23 4.42 -0.94
N -2.72 2.16 0.60
O -2.63 1.50 1.61
O -1.78 2.45 -0.10
H -7.38 4.39 -0.48
H -7.12 2.77 1.43
H -5.01 1.70 1.85
H -3.21 4.03 -1.26
H -5.27 5.16 -1.73
C 2.05 -1.75 -6.07
C 3.17 -1.95 -5.27
C 3.54 -0.98 -4.37
C 2.71 0.12 -4.16
C 1.52 0.27 -4.87
C 1.21 -0.67 -5.88
N 3.28 1.25 -3.45
O 4.41 1.16 -3.01
O 2.59 2.25 -3.33
H 1.89 -2.51 -6.83
H 3.81 -2.79 -5.49
H 4.38 -1.20 -3.72
H 0.76 1.03 -4.76
H 0.30 -0.50 -6.44
C -0.07 -5.38 -4.09
C -0.53 -6.17 -3.05
C -1.61 -5.73 -2.31
C -2.22 -4.54 -2.64
C -1.75 -3.66 -3.63
C -0.65 -4.14 -4.34
N -3.43 -4.19 -1.91
O -4.08 -5.03 -1.33
O -3.71 -3.00 -1.89
H 0.78 -5.72 -4.67
H -0.07 -7.11 -2.77
H -2.02 -6.27 -1.47
H -2.32 -2.76 -3.80
H -0.37 -3.59 -5.23
O 2.10 3.49 4.99
C 1.12 3.70 4.36
O 0.52 4.90 4.35
C -0.76 4.91 3.75
C -1.00 3.50 3.24
C 0.28 2.72 3.57
H -0.76 5.69 2.98
H -1.62 5.29 4.31
H -1.32 3.57 2.20
H -1.88 3.09 3.75
H 0.80 2.47 2.65
H -0.06 1.87 4.16
O -2.06 -0.23 -6.02
C -2.50 0.58 -5.26
O -1.87 0.86 -4.09
C -2.70 1.67 -3.26
C -4.03 1.96 -3.93
C -3.86 1.24 -5.29
H -2.18 2.63 -3.14
H -2.76 1.24 -2.27
H -4.27 3.00 -4.17
H -4.99 1.68 -3.49
H -3.71 1.87 -6.18
H -4.70 0.60 -5.54
O -2.77 -2.58 6.40
C -2.11 -2.18 5.48
O -2.12 -2.75 4.28
C -1.38 -1.98 3.31
C -1.36 -0.58 3.97
C -1.36 -0.87 5.47
H -1.91 -1.91 2.37
H -0.40 -2.42 3.17
H -2.17 0.02 3.55
H -0.43 -0.18 3.57
H -1.88 -0.10 6.03
H -0.30 -1.03 5.70
O -0.89 -2.94 0.57
C -0.41 -1.89 0.26
O 0.43 -1.26 1.10
C 1.13 -0.18 0.50
C 0.51 -0.09 -0.94
C -0.76 -0.97 -0.89
H 2.20 -0.29 0.46
H 0.89 0.76 0.99
H 1.20 -0.36 -1.73
H 0.23 0.94 -1.17
H -0.97 -1.45 -1.84
H -1.56 -0.34 -0.50
*
```

Atom charges from the Mulliken analysis, given in e for atoms 1 to 5: atom 1 (C): -0.33, atom 2 (C): 0.96, atom 3 (O): -0.24, atom 4 (S): 1.10, atom 5 (O): -0.52

A cluster of 2 separate species, C5H13NO in total, computed with wB97M-V/def2-TZVPD.

Computed properties:
orbital gap: 10.56 eV
HOMO energy: -9.781 eV
SMILES string: CC(N)=O.CCC
relative energy (zero: lowest compared OMol25 entry of this formula, charge and spin): 0.738 eV

ORCA input file:
```
! wB97M-V def2-TZVPD RIJCOSX def2/J DEFGRID3
* xyz 0 1
C -0.19 0.84 1.81
C -1.25 -0.10 2.34
O -1.01 -0.99 3.14
N -2.49 0.13 1.84
H -0.13 0.70 0.74
H 0.80 0.54 2.12
H -3.21 -0.56 1.97
H -2.66 0.83 1.15
H -0.45 1.87 2.06
C 0.49 -0.60 -1.41
C 1.76 -0.38 -0.58
C 0.49 0.13 -2.76
H 0.43 -1.69 -1.50
H -0.33 -0.35 -0.75
H 1.64 -0.56 0.49
H -0.05 -0.50 -3.46
H 2.28 0.58 -0.71
H 2.55 -1.15 -0.59
H -0.18 1.00 -2.72
H 1.49 0.26 -3.16
*
```

Atom charges from the natural (NBO) analysis, given in e for atoms 1 to 5: atom 1 (C): -0.72, atom 2 (C): 0.67, atom 3 (O): -0.61, atom 4 (N): -0.83, atom 5 (H): 0.23

A cluster of 3 separate species, CH7O3 in total, computed with wB97M-V/def2-TZVPD.

Computed properties:
orbital gap (alpha / beta): 11.49 / 7.02 eV
HOMO energy (alpha / beta): -10.874 / -10.793 eV
relative energy (zero: lowest compared OMol25 entry of this formula, charge and spin): 0.629 eV

ORCA input file:
```
! wB97M-V def2-TZVPD RIJCOSX def2/J DEFGRID3
* xyz 0 2
C -1.25 -0.36 0.72
O 0.07 0.05 0.86
H -1.42 -1.42 1.18
H -1.55 -0.43 -0.37
H -1.96 0.34 1.22
H 0.91 -0.84 0.05
H 2.22 -0.76 -0.83
O 1.59 -1.45 -0.60
H 0.78 1.54 -1.45
H 0.20 1.28 -0.08
O 0.40 2.06 -0.70
*
```

Atom charges from the natural (NBO) analysis, given in e for atoms 1 to 5: atom 1 (C): -0.34, atom 2 (O): -0.29, atom 3 (H): 0.22, atom 4 (H): 0.27, atom 5 (H): 0.21

A structure of composition C6H11N, computed with wB97M-V/def2-TZVPD.

Computed properties:
orbital gap: 10.42 eV
HOMO energy: -9.860 eV
relative energy (zero: lowest compared OMol25 entry of this formula, charge and spin): 4.155 eV

ORCA input file:
```
! wB97M-V def2-TZVPD RIJCOSX def2/J DEFGRID3
* xyz 0 1
C 2.13 0.10 -0.24
C 0.87 -0.64 0.19
C -0.42 0.18 0.24
C -1.62 -0.67 0.39
C -0.64 0.97 -1.01
C -0.76 0.62 1.67
N -0.72 0.96 2.78
H 2.07 0.43 -1.29
H 3.00 -0.57 -0.16
H 2.32 0.98 0.38
H 1.01 -1.06 1.19
H 0.67 -1.48 -0.49
H -1.56 -1.52 1.05
H -2.55 -0.09 0.41
H -1.49 -1.27 -1.17
H -1.57 1.55 -1.00
H 0.19 1.63 -1.30
H -0.92 -0.10 -1.63
*
```

Atom charges from the natural (NBO) analysis, given in e for atoms 1 to 5: atom 1 (C): -0.61, atom 2 (C): -0.39, atom 3 (C): -0.19, atom 4 (C): -0.42, atom 5 (C): -0.59

A structure of composition C26H50BrCaCl2F2IN2O13S4, computed with wB97M-V/def2-TZVPD.

Computed properties:
orbital gap: 2.59 eV
HOMO energy: -4.300 eV

ORCA input file:
```
! wB97M-V def2-TZVPD RIJCOSX def2/J DEFGRID3
* xyz 0 1
C 5.32 -1.38 -1.14
C 4.75 -0.20 -0.31
I 4.25 -0.99 1.65
C 5.79 0.92 -0.26
C 5.38 2.10 0.63
C 6.60 3.07 0.86
N 6.41 4.35 0.14
C 5.20 5.04 0.73
C 4.02 4.04 0.63
S 3.22 3.76 2.25
C 1.67 2.88 1.69
C 1.05 2.09 2.77
O 0.95 2.64 3.97
O 0.53 0.78 2.37
C -0.65 0.98 1.60
C -0.38 0.91 0.09
C 0.00 -0.52 -0.32
O -1.52 1.41 -0.69
C -1.01 2.26 -1.63
O -0.62 1.80 -2.66
C -0.90 3.75 -1.34
S -0.07 4.70 -2.66
O 4.36 2.83 -0.03
H 6.10 -1.04 -1.83
H 5.81 -2.12 -0.49
H 4.54 -1.90 -1.70
H 3.81 0.11 -0.78
H 5.84 1.34 -1.28
H 6.81 0.57 -0.03
H 5.10 1.76 1.64
H 6.65 3.31 1.93
H 7.51 2.53 0.57
H 7.20 4.99 0.26
H 6.29 4.21 -0.86
H 5.39 5.44 1.73
H 4.98 5.88 0.05
H 3.25 4.51 0.01
H 1.02 3.66 1.25
H 2.03 2.16 0.94
H -1.20 1.88 1.89
H -1.34 0.11 1.85
H 0.48 1.53 -0.21
H -0.83 -1.21 -0.15
H 0.88 -0.81 0.26
H 0.32 -0.51 -1.37
H -0.27 3.88 -0.45
H -1.87 4.20 -1.12
H -0.07 3.90 -3.75
C -3.04 1.87 -4.42
C -4.35 2.43 -3.93
C -5.50 2.29 -4.90
O -6.34 3.38 -4.52
C -5.54 4.34 -3.98
O -5.89 5.45 -3.73
O -4.28 3.86 -3.78
H -2.23 2.16 -3.74
H -3.08 0.78 -4.48
H -2.79 2.27 -5.40
H -4.60 2.00 -2.95
H -6.02 1.34 -4.80
H -5.20 2.43 -5.94
Cl -2.81 -3.60 0.86
C -2.82 -3.26 2.60
C -4.06 -2.50 3.02
Cl -4.08 -0.86 2.40
H -1.91 -2.70 2.85
H -2.77 -4.23 3.11
H -4.09 -2.42 4.11
H -4.98 -3.01 2.68
N -5.64 1.46 5.28
S -6.86 2.37 5.75
O -6.91 2.66 7.14
O -8.10 2.15 5.08
F -6.37 3.74 5.13
S -5.74 0.00 5.78
O -4.50 -0.73 5.64
O -6.92 -0.76 5.45
F -5.84 0.14 7.35
O -6.82 -3.87 5.61
H -7.23 -3.00 5.55
Ca -4.91 -3.70 5.06
C 0.96 -3.96 -0.39
C 1.15 -5.45 -0.70
C 2.38 -5.73 -1.55
C 2.37 -5.10 -2.95
C 1.17 -5.48 -3.82
C 1.11 -6.98 -4.13
H 0.81 -3.38 -1.30
H 0.09 -3.82 0.24
H 1.83 -3.57 0.13
H 0.25 -5.84 -1.19
H 1.25 -5.99 0.24
H 2.50 -6.82 -1.65
H 3.27 -5.38 -1.02
H 3.29 -5.38 -3.46
H 2.40 -4.01 -2.85
H 1.24 -4.94 -4.76
H 0.24 -5.17 -3.35
H 2.02 -7.31 -4.64
H 0.26 -7.19 -4.78
H 0.99 -7.57 -3.23
Br -0.13 0.98 4.55
*
```

Atom charges from the Mulliken analysis, given in e for atoms 1 to 5: atom 1 (C): -1.27, atom 2 (C): -0.08, atom 3 (I): 0.02, atom 4 (C): -1.26, atom 5 (C): 0.65

A structure of composition C22H35HgNO2P2S2, computed with wB97M-V/def2-TZVPD.

Computed properties:
orbital gap: 6.79 eV
HOMO energy: -7.946 eV
relative energy (zero: lowest compared OMol25 entry of this formula, charge and spin): 0.324 eV

ORCA input file:
```
! wB97M-V def2-TZVPD RIJCOSX def2/J DEFGRID3
* xyz 0 1
P 0.07 -1.31 -6.44
P 0.15 1.73 -6.34
C -0.25 -0.44 -8.07
C 0.34 0.97 -8.05
H -1.35 -0.41 -8.20
H 0.17 -1.06 -8.87
H 1.42 0.94 -8.27
H -0.15 1.62 -8.78
C -1.52 2.47 -6.62
H -1.72 3.19 -5.82
H -2.29 1.69 -6.59
H -1.55 2.98 -7.59
C 1.21 3.20 -6.59
H 0.92 3.76 -7.49
H 2.25 2.88 -6.68
H 1.11 3.85 -5.72
C -1.00 -2.77 -6.69
H -0.85 -3.46 -5.85
H -0.77 -3.28 -7.63
H -2.05 -2.45 -6.69
C 1.71 -2.03 -6.87
H 2.49 -1.25 -6.85
H 1.67 -2.48 -7.88
H 1.97 -2.80 -6.14
Hg 1.18 0.45 0.94
C 0.56 1.33 -1.63
C -0.77 1.30 -1.84
C -1.46 0.64 -2.97
C -1.97 -0.80 -2.69
C -0.91 -1.81 -2.36
C 0.41 -1.72 -2.54
C 1.17 -0.63 -3.24
C 1.61 0.65 -2.46
C 0.61 -1.46 1.72
H 0.96 2.15 -1.01
H -1.45 1.77 -1.10
H -0.83 0.63 -3.86
H -2.35 1.25 -3.22
H -2.69 -0.77 -1.86
H -2.54 -1.13 -3.57
H -1.32 -2.70 -1.87
H 1.06 -2.51 -2.14
H 0.61 -0.33 -4.13
H 2.10 -1.10 -3.61
H 2.50 0.42 -1.85
H 1.98 1.37 -3.22
H 1.41 -1.81 2.39
H 0.48 -2.12 0.86
H -0.34 -1.33 2.27
O 3.22 1.46 5.69
S 2.36 0.77 4.76
O 2.83 -0.45 4.14
N 1.66 1.77 3.61
C 0.32 1.79 3.64
S -0.53 2.24 2.25
C -0.24 1.05 4.79
C -1.56 0.61 4.94
C -1.80 -0.43 5.84
C -0.76 -0.98 6.62
C 0.56 -0.55 6.47
C 0.79 0.43 5.50
H -2.33 1.08 4.32
H -2.80 -0.85 5.92
H -0.97 -1.78 7.34
H 1.40 -0.93 7.05
*
```

Atom charges from the natural (NBO) analysis, given in e for atoms 1 to 5: atom 1 (P): 0.81, atom 2 (P): 0.79, atom 3 (C): -0.71, atom 4 (C): -0.70, atom 5 (H): 0.22

A structure of composition C18H21N4O2RuSSe4, computed with wB97M-V/def2-TZVPD.

Computed properties:
orbital gap: 5.16 eV
HOMO energy: -10.975 eV

ORCA input file:
```
! wB97M-V def2-TZVPD RIJCOSX def2/J DEFGRID3
* xyz 1 1
Ru 0.09 0.90 -1.56
C 0.83 -0.04 4.15
C -0.26 0.81 3.50
N -1.17 0.03 2.66
C -2.29 -0.65 3.34
C -2.06 -2.14 3.52
C -1.01 -0.13 1.35
S 0.50 0.44 0.66
N -1.95 -0.83 0.72
C -2.14 -0.90 -0.59
O -1.66 -0.15 -1.49
C -3.09 -1.95 -1.05
C -3.25 -2.17 -2.42
C -4.11 -3.16 -2.87
C -4.81 -3.93 -1.95
C -4.66 -3.71 -0.59
C -3.80 -2.72 -0.14
H 1.50 0.60 4.72
H 1.42 -0.56 3.39
H 0.41 -0.77 4.83
H 0.18 1.60 2.90
H -0.87 1.28 4.27
H -3.21 -0.46 2.78
H -2.39 -0.17 4.32
H -1.96 -2.64 2.56
H -2.91 -2.58 4.05
H -1.16 -2.33 4.11
H -2.71 -1.56 -3.13
H -4.23 -3.33 -3.93
H -5.48 -4.71 -2.30
H -5.21 -4.31 0.12
H -3.68 -2.53 0.92
Se -0.32 0.76 -4.01
Se -1.14 2.70 -4.79
Se -1.44 4.07 -3.06
Se -0.75 2.99 -1.18
N 6.93 2.93 -0.79
C 6.32 2.34 -1.84
O 6.92 1.97 -2.83
C 4.82 2.12 -1.75
C 4.24 1.36 -2.75
C 2.88 1.12 -2.72
N 2.08 1.59 -1.75
C 2.65 2.36 -0.80
C 4.00 2.64 -0.76
H 7.92 3.07 -0.84
H 6.44 3.22 0.04
H 4.85 0.97 -3.55
H 2.41 0.53 -3.49
H 1.98 2.76 -0.04
H 4.36 3.27 0.04
*
```

Atom charges from the natural (NBO) analysis, given in e for atoms 1 to 5: atom 1 (Ru): 0.28, atom 2 (C): -0.62, atom 3 (C): -0.22, atom 4 (N): -0.37, atom 5 (C): -0.21

A structure of composition C9H19N4O12V, computed with wB97M-V/def2-TZVPD.

Computed properties:
orbital gap (alpha / beta): 5.22 / 4.44 eV
HOMO energy (alpha / beta): -5.555 / -5.376 eV

ORCA input file:
```
! wB97M-V def2-TZVPD RIJCOSX def2/J DEFGRID3
* xyz -1 2
O 30.75 16.96 18.35
V 29.68 17.71 19.32
O 30.56 18.81 20.17
N 26.81 15.78 19.13
O 26.32 16.56 18.29
O 26.09 15.13 19.94
O 28.07 15.84 19.29
N 22.24 19.04 20.39
O 22.81 18.43 21.20
O 22.84 19.72 19.63
O 21.07 18.79 20.25
N 26.72 18.06 21.26
O 26.54 17.34 22.21
O 27.75 18.27 20.68
O 25.71 18.37 20.60
C 27.17 22.61 22.56
C 26.09 22.75 21.44
C 25.60 24.24 21.53
C 26.60 25.22 20.93
C 27.01 24.84 19.58
C 27.56 23.30 19.43
N 26.57 22.43 20.10
O 26.81 21.17 20.03
C 27.68 23.11 17.88
C 28.91 23.07 20.06
C 24.86 21.99 21.78
H 27.92 23.36 22.79
H 27.69 21.65 22.60
H 26.70 22.61 23.55
H 24.70 24.33 20.92
H 25.31 24.56 22.53
H 27.40 25.26 21.67
H 26.13 26.20 20.91
H 27.86 25.45 19.26
H 26.09 25.02 19.01
H 26.72 22.90 17.40
H 28.16 23.95 17.39
H 28.34 22.29 17.58
H 29.18 23.94 20.66
H 29.28 22.14 20.50
H 29.64 23.23 19.28
H 24.45 22.42 22.70
H 24.94 20.91 21.89
H 24.14 22.07 20.97
H 27.72 21.07 20.30
*
```

Atom charges from the natural (NBO) analysis, given in e for atoms 1 to 5: atom 1 (O): -0.49, atom 2 (V): 1.71, atom 3 (O): -0.51, atom 4 (N): 0.71, atom 5 (O): -0.48